1.
ORCA calculation (ωB97M-V/def2-TZVPD) on the molecule C4H8O2.

- Orbital gap: 10.47 eV
- E_tot: -307.65374 a.u.
- Structure (SMILES): C1COCCO1
- ΔE to the lowest compared entry with this formula, charge and spin: 154.1 kJ/mol
- Multiplicity: 1

Atoms and positions in Å:
C 1.203 -0.373 0.640
C 0.982 0.968 -0.028
O -0.359 1.364 0.185
C -1.212 0.447 -0.469
C -0.908 -1.010 -0.095
O 0.472 -1.325 -0.115
H 2.255 -0.674 0.639
H 0.838 -0.342 1.679
H 1.633 1.775 0.314
H 1.152 0.785 -1.100
H -2.236 0.694 -0.171
H -1.120 0.590 -1.558
H -1.311 -1.232 0.904
H -1.391 -1.670 -0.822

Cartesian forces (eV/Å) of the 6 atoms listed first:
C 0.15 0.16 0.04
C 0.24 -0.03 0.02
O -0.02 0.05 -0.02
C -0.16 -0.17 -0.15
C -0.28 0.00 0.05
O -0.03 -0.12 0.02


2.
ORCA calculation (ωB97M-V/def2-TZVPD) on the molecule C5H6OS2 in a non-equilibrium geometry.

- Orbital gap: 7.42 eV
- E_tot: -1065.61332 a.u.
- Structure (SMILES): C=CC(=S)C(=O)SC
- ΔE to the lowest compared entry with this formula, charge and spin: 303.0 kJ/mol
- Multiplicity: 1

Atoms and positions in Å:
C 0.449 -2.489 -1.976
C -0.101 -1.374 -1.439
C -0.018 -1.106 -0.001
S 0.028 -2.186 1.265
C -0.098 0.293 0.559
O -0.287 1.149 -0.346
S -0.108 0.850 2.113
C -0.162 2.583 1.624
H 0.523 -3.424 -1.433
H 0.731 -2.543 -3.184
H -0.513 -0.347 -1.992
H 0.605 2.844 0.936
H 0.143 3.241 2.528
H -1.192 2.509 1.348

Cartesian forces (eV/Å) of the 6 atoms listed first:
C -0.51 0.81 -3.39
C 0.00 2.68 -1.10
C -0.54 -1.89 3.36
S 0.10 0.01 -1.30
C -1.02 1.78 -6.36
O 0.40 -1.25 0.82


3.
ORCA calculation (ωB97M-V/def2-TZVPD) on an isolated ion of composition C3H6NO2 and charge -1 in a non-equilibrium geometry.

- Orbital gap: 6.54 eV
- E_tot: -323.13125 a.u.
- Structure (SMILES): O=CNCC[O-]
- Net charge: -1
- ΔE to the lowest compared entry with this formula, charge and spin: 228.4 kJ/mol
- Multiplicity: 1

Atoms and positions in Å:
O 0.158 1.369 2.744
C -0.067 1.266 1.539
N -0.205 0.076 0.938
C -0.643 -0.105 -0.426
C 0.645 -0.876 -1.324
O 0.366 -1.183 -2.541
H -0.148 2.123 0.863
H -0.319 -0.728 1.547
H -0.722 0.849 -0.937
H -1.339 -0.907 -0.630
H 0.807 -1.749 -0.610
H 1.468 -0.135 -1.163

Cartesian forces (eV/Å) of the 6 atoms listed first:
O -0.03 0.56 -0.19
C 0.23 -1.04 0.92
N -1.19 -0.15 -0.23
C 2.95 -1.04 -1.75
C -0.94 0.69 1.64
O -0.37 -0.13 -0.82